(1)
6 unconnected molecules or ions with the total composition C41H83BN3O15 at a distorted geometry. Source: the Open Molecules 2025 dataset; level of theory: ωB97M-V with the def2-TZVPD basis set.

The spin multiplicity is 1. Its net charge is +1.

Structure (XYZ):
```
143
Properties=species:S:1:pos:R:3:mulliken_charge:R:1
O 1.4302 0.6915 1.0118 -0.506
O 1.4958 -7.0789 -0.0483 -0.378
H -2.3387 2.2321 6.0517 0.221
H -4.1642 -3.9324 3.9631 0.316
H 9.4598 -2.9596 2.5261 0.421
O 2.2956 -8.4633 1.4887 -0.589
C -2.9632 1.6839 -3.9240 -0.560
H 9.4202 -1.2628 2.1234 0.342
H -0.7977 -4.6866 -0.7097 0.361
N 0.5574 2.8060 -4.7499 0.472
C 0.0092 -7.9145 1.7168 -0.644
H -1.1459 -6.0215 5.0010 0.310
H 0.1371 4.1314 -6.4606 0.235
H 5.2513 0.1099 3.3270 0.300
H -0.4224 -7.1743 -0.8813 0.382
H -2.7863 0.7113 -3.3450 0.217
H 0.7293 -1.5761 -0.5030 0.354
H -8.5773 0.9153 0.6021 0.296
C -2.0277 3.1358 5.4194 -0.617
H -4.6584 2.6948 0.7505 0.283
H 6.4462 -5.3026 2.5921 0.294
H 8.1876 -1.9259 3.2241 0.249
H -5.5119 -4.4932 3.0063 0.262
H 2.7501 2.9896 -4.2004 0.173
C 0.9608 -2.9374 -2.8487 -0.722
H -1.0948 -4.3574 5.6225 0.401
H -4.0136 1.6404 -4.3902 0.397
H -2.0864 0.8388 -5.8636 0.386
H -2.1477 2.6682 -5.7859 0.370
H 0.8445 -4.4859 -0.0579 0.298
H 5.1691 -1.2260 1.2391 0.192
H 1.7227 -0.5671 -1.6891 0.033
C -5.4531 -0.8417 0.5715 0.764
H -2.6391 -5.2018 5.4190 0.278
C -7.8908 -1.1185 0.4063 -0.352
C 0.1303 4.1183 -5.3184 -0.369
H -0.0232 -0.0294 -1.1596 0.290
H -7.8278 -2.0521 0.9704 0.323
H -0.1387 -8.9190 2.1184 0.393
H -3.4509 3.8304 -3.5963 0.240
O -1.0441 -1.7064 -4.7735 -0.527
H -1.9237 -1.8288 -4.3381 0.340
H -1.8128 3.3218 -2.7847 -0.351
H -3.0968 4.8060 -0.6428 0.183
H 1.3655 4.7580 -2.3191 -0.335
H -0.8322 -7.7243 1.0536 0.292
H 0.7839 -6.2778 -1.7769 0.312
H -7.8975 0.2613 2.0811 0.266
O 2.4533 6.3745 -3.0797 -0.348
H 7.9655 -6.1033 3.0481 0.358
H -1.8525 3.4394 -0.3724 0.059
H -4.6370 -1.7085 2.3245 0.071
C -0.5724 6.6872 -0.7346 0.123
O -6.6050 -0.7410 -0.1108 -0.383
O 0.8468 5.2553 -4.8215 -0.286
C -3.6653 3.2503 0.9653 -0.892
H -2.0809 6.7538 0.9202 0.380
C -1.0115 6.3749 0.7885 -0.746
H -9.5055 -0.2638 1.5539 0.375
C -3.6728 2.7866 -1.6274 -0.570
H -8.5213 -1.3253 -0.4617 0.322
H 0.9922 -3.1520 -3.9734 0.357
H -6.3801 -1.6533 2.3746 0.414
C 4.8663 -0.1781 1.2260 -0.151
C 7.8710 -2.3415 1.1604 0.840
C 2.1628 5.3939 -5.4168 -0.344
H -0.3204 6.9602 1.5012 0.390
C -8.5060 0.0098 1.2097 -0.978
H 2.5476 0.4540 -3.4884 0.389
O 7.5087 -3.5915 0.8352 -0.332
C 2.2646 5.4251 -2.0028 0.293
C -2.9790 3.6716 -0.4436 0.117
H 2.2099 6.1449 -6.2827 0.358
H 2.6402 6.6471 -0.0775 0.307
C 7.5268 -5.1710 2.6868 -0.957
H -3.7356 1.6993 -1.2782 0.043
C -1.9944 3.1701 3.0100 -0.294
H 3.8259 6.6532 -4.6278 0.323
H -0.9285 5.2521 0.9921 -0.084
H -0.9416 2.7366 3.1337 0.259
C 5.5438 0.5490 2.3697 -0.995
C 0.4101 -6.4759 -0.7688 -0.526
H 7.9340 -5.5698 0.6252 0.307
C 8.1302 -4.7791 1.3531 -0.404
H -1.2659 7.5427 -1.0927 0.299
C -3.7309 -5.5466 2.5610 0.771
O -4.2059 -6.2529 1.7008 -0.591
H 7.6859 -4.3988 3.4426 0.275
C -5.5011 -1.0986 2.0525 -0.772
H 5.2553 1.6022 2.4045 0.312
H 3.8897 4.9563 -3.9130 0.278
C -1.6481 -5.0510 4.9858 -1.098
B -0.2360 -1.0193 -3.7699 0.417
H -1.9261 4.2811 2.6880 0.162
H -0.7227 -4.4023 3.1694 0.334
C -1.7334 -4.5221 3.5681 -0.208
C 0.3517 0.4695 -4.0771 0.280
C -2.7183 2.2724 1.8546 0.084
C 3.1698 5.8041 -4.1900 -0.544
H 1.3948 5.3048 0.0435 0.127
C 1.3465 -7.8658 1.0331 0.686
C 8.7866 -2.1269 2.3337 -1.152
O 3.4362 -0.1683 1.3855 -0.396
H -3.4086 1.5405 2.3988 -0.031
H 3.1398 4.7097 -1.8314 0.336
C -1.9223 1.7259 -5.1506 -1.028
N 1.7178 0.9501 -3.8484 0.092
C 1.7632 6.1582 -0.6399 -0.380
H -5.4523 -0.1468 2.5851 0.214
H 5.1551 0.2129 0.2478 0.285
O -4.3941 -0.6539 0.0117 -0.570
C 2.6349 0.8293 0.9867 0.611
O 0.7777 7.1829 -0.8800 -0.390
H 0.0006 -7.1938 2.5365 -0.002
O -2.3974 -5.4606 2.7075 -0.303
H 3.2421 2.8143 1.4618 0.323
H -2.2048 -3.5379 3.5130 0.244
H 6.6293 0.4913 2.2714 0.312
H 2.6410 2.5871 -0.1992 0.026
O -2.8147 3.1108 4.2025 -0.352
H 9.2159 -4.6652 1.3986 0.363
H -0.3740 -5.3178 0.8914 -0.321
H -0.8231 5.7924 -1.4163 -0.061
H -4.9060 -5.5090 4.3374 0.289
C 0.6477 -0.9143 -1.4465 -0.862
H -0.9724 4.2700 -5.0033 0.247
H -3.8799 4.2078 1.5717 0.400
O 7.4042 -1.3956 0.5600 -0.581
H -1.9618 1.6875 1.2233 0.105
H 2.5723 4.3983 -5.8474 0.304
N 0.0391 -1.7775 -2.5156 0.204
H 2.0189 -2.6790 -2.4517 0.250
C -0.0083 -5.1667 -0.1265 -0.179
C -4.6172 -4.8255 3.5369 -0.986
C 1.8138 2.3314 -4.2490 -0.278
C -0.3874 1.6960 -4.6753 -0.258
H -0.8940 3.1177 5.2486 0.278
H -4.7250 3.2447 -1.7505 0.272
H 4.2576 2.0659 0.2035 0.398
H 0.5651 -3.8416 -2.2620 -0.071
C 3.2464 2.1477 0.5974 -0.771
C -2.8877 3.0074 -3.0126 0.302
H -2.2493 4.1110 6.0050 0.219
```

***

(2)
A molecular structure, C41H83Br3ClFI2N4O8P at a distorted geometry. Source: the Open Molecules 2025 dataset; level of theory: ωB97M-V with the def2-TZVPD basis set.

The spin multiplicity is 1. Its net charge is +1.

Structure (XYZ):
```
144
Properties=species:S:1:pos:R:3:mulliken_charge:R:1
C -2.1402 -8.4752 1.4157 -1.089
C -4.4092 4.7193 -3.4658 -0.655
N -1.8509 -4.4210 3.9226 1.305
H -0.8750 -5.3461 8.1872 0.294
C -6.0094 4.9888 -0.9566 -0.148
C -0.5314 -3.3882 -1.2791 0.309
H -4.4938 3.6328 -3.5771 0.192
Br -1.6854 -2.5851 6.2810 0.003
H 2.0064 -2.2576 1.8339 0.389
Cl -3.5365 -2.0362 -2.2338 -0.161
N -0.2018 -3.8408 2.0666 1.646
H -5.4900 -1.9735 0.3888 0.345
O -3.5260 -5.0859 -2.0105 -0.479
H 3.7661 0.9128 -1.5547 0.219
H 1.5417 -4.2867 2.5986 0.361
H 8.4395 2.5868 -2.0415 0.282
H -3.0990 -8.4448 4.0571 0.451
O 6.6637 1.4386 -0.2327 -0.329
C 8.0984 6.8260 2.7940 -0.343
H -1.0715 -6.8879 7.1268 0.216
H -3.0675 4.8586 -7.2071 0.243
H 8.5067 0.9094 1.6988 0.283
C -5.0333 -2.6712 1.2463 -1.090
C -3.5900 -6.3178 4.7008 -0.506
H 2.5625 -0.5063 -1.8786 0.127
H -3.8807 5.1212 -4.3353 0.393
C -2.6628 4.0513 -7.8268 -1.076
C 1.6319 1.6470 -1.9276 -0.205
H 9.3147 1.8914 0.4775 0.251
C 5.3695 6.2465 1.7229 -1.041
H 5.7931 5.7128 3.7826 0.343
H 5.8537 4.3787 2.6479 0.317
O -6.5554 4.8305 -2.2644 -0.437
H 5.5772 7.3161 1.8109 0.328
C -1.6615 3.2251 -7.0372 -0.373
C 8.8898 0.9033 0.6726 -1.038
H -5.0846 4.4113 -0.8616 0.158
H -2.1542 0.0054 -6.4097 0.289
C -2.1516 -5.9291 0.6884 -0.738
C -0.1934 -5.0559 5.9481 -0.096
H 4.2894 6.1058 1.8254 0.381
I -4.9627 -3.5494 4.7875 0.148
C -5.7862 5.3509 -3.3439 -0.643
H -3.5940 1.4573 -4.9904 0.299
H -0.5988 2.6175 -3.3625 0.059
H -5.0672 6.9353 -1.2165 0.273
C -2.9965 0.5592 -6.8384 -1.296
O 7.5283 5.5255 2.6617 -0.405
H 9.1812 6.7061 2.6879 0.317
H -2.2356 -8.0092 5.6697 0.289
H -3.1938 -6.4400 0.3960 0.526
C 6.9167 2.8161 -0.5011 -0.074
C 0.1346 -2.1811 -2.2373 -0.553
H 3.4809 -0.3836 0.6139 0.221
H 8.1662 6.8467 4.9547 0.284
H -3.6632 1.0494 1.1542 0.379
H 5.9581 3.3356 -0.4045 0.232
C -0.5896 2.2491 -1.1053 0.079
H 9.7001 0.1714 0.6047 0.386
H -2.3215 -5.3645 6.9854 0.288
H -1.1420 4.1748 -2.2807 0.288
H -0.5977 -1.7390 2.0666 0.077
C 2.5937 0.3540 0.3228 -0.848
H 5.6703 5.9373 0.7160 0.242
C -5.7908 6.4407 -0.5655 -1.080
O -2.8697 -0.7663 2.8457 -0.561
H -5.7149 6.4403 -3.2668 0.336
H -1.2250 2.4361 -7.6575 0.354
H -1.1344 2.5640 -0.0911 0.327
C 2.6630 0.5336 -1.3058 -0.272
H -3.5056 3.4504 -8.1743 0.285
C -1.2075 -5.7047 7.0975 -0.839
H 2.8591 1.3769 0.8658 0.310
C -0.1885 -2.5763 1.3156 -0.194
C -1.5168 -4.3375 2.5587 -1.751
H -4.1742 2.3268 -6.3969 0.360
H -4.4267 -0.1055 -0.1245 0.200
C -1.2116 -7.0896 1.2798 -0.028
H 0.9191 1.1087 -2.6894 0.077
N -2.4642 -4.6929 1.4125 0.856
C 1.2147 -0.3448 0.8831 0.316
H 7.7754 7.4651 1.9663 0.309
H -1.5927 -9.2820 2.0762 0.292
I -5.6324 -6.9153 5.3841 0.120
H -2.7233 0.8264 -7.8626 0.309
O 0.8027 -4.6597 2.0012 -0.479
H -0.8129 1.0895 -1.2597 -0.198
H -2.3356 2.6711 -2.5190 0.014
C -1.2592 -2.7387 0.0435 1.462
H -1.5524 -7.3730 4.0312 -0.131
H 2.2631 2.4307 -2.5473 0.365
H 0.0359 -3.3070 4.5598 0.353
C -0.8844 -3.9445 4.9776 -0.428
C 7.7808 0.5586 -0.3078 -0.391
C -2.5389 -7.5470 4.6114 -0.694
H -2.1823 4.4933 -8.7066 0.391
H -6.3506 5.1435 -4.2594 0.336
C 6.1115 5.4359 2.7728 -0.362
C -1.1997 3.0112 -2.4337 -0.291
O 0.8657 2.4111 -0.9286 -0.441
H -5.4579 -2.0899 2.2089 0.363
H 0.5767 -4.4231 6.6138 0.472
H -3.3399 -4.7252 -2.9406 0.375
H 1.1125 -0.0243 2.0214 0.369
C -3.4565 0.0623 0.5155 -0.555
C 7.8082 7.4787 4.1351 -1.010
H 0.2383 -0.0142 0.3098 -0.298
P -3.8869 -3.7796 -0.9773 -0.201
C 7.4708 3.0680 -1.8934 -1.168
H -0.5419 -6.8769 2.1972 0.172
H 8.1603 0.5157 -1.3334 0.334
O -2.2045 2.6669 -5.8426 -0.248
C -3.2565 -1.1870 1.6083 0.221
H -3.7932 4.9093 -2.5829 0.225
H -5.4155 6.5061 0.4618 0.396
H -0.6045 -1.9399 -3.1326 0.273
C 1.2875 -2.0138 0.9122 -0.768
H -6.7294 7.0012 -0.6310 0.286
H 7.5744 3.2352 0.2668 0.245
H -2.2958 -8.8619 0.2983 0.421
H -6.7265 4.5412 -0.2611 0.357
Br 0.9888 -6.3971 5.0407 -0.104
C -3.2162 -4.8867 4.3845 -0.373
H -0.8333 3.8728 -6.7324 0.320
H -1.4157 -1.6119 -0.3275 -1.003
C -2.6992 -3.4518 0.5073 -0.901
H -3.1600 -8.1125 1.9063 0.283
H 1.1007 -2.6358 -2.7302 0.402
H 0.3741 -1.2094 -1.6313 -0.201
C -3.3117 1.7848 -5.9968 -0.244
H -5.5415 -3.7206 1.3207 0.276
Br 0.1488 -7.6431 -0.1517 -0.098
H -1.2428 -3.9282 -2.0342 0.061
H -1.6658 -5.6824 -0.3744 0.304
N -3.5513 -2.6113 1.4124 1.336
H 7.6020 4.1425 -2.0624 0.397
H 1.7950 -2.4751 -0.0245 0.105
H 8.3066 8.4521 4.2007 0.382
H 7.4059 -0.4442 -0.0763 0.305
H 6.7394 7.6408 4.2885 0.259
H 6.7883 2.6752 -2.6546 0.293
H -2.4902 0.2857 -0.1069 -0.242
H -3.8650 -0.1045 -6.8861 0.400
F 0.4954 -4.4473 -0.9471 -0.335
```

***

E_LUMO values, unit eV, following the record order: -3.100; -4.705.